[1]
The following is a DFT calculation (ωB97M-V with the def2-TZVPD basis set) of C52H43AsBrCrN5O5 as an isolated structure at a distorted geometry.

Values from the calculation:
LUMO (spin up / spin down) = 2.25 / 2.25 eV
⟨S²⟩ = 1.180
energy = -231613.321 eV
gap between HOMO and LUMO (spin up / spin down) = 5.01 / 5.89 eV
HOMO (spin up / spin down) = -2.8 / -3.6 eV

```
! wB97M-V def2-TZVPD RIJCOSX def2/J DEFGRID3
* xyz -1 2
Cr -1.236 -0.903 0.184
Br 0.373 2.568 0.849
C -0.894 1.840 2.066
C -1.272 2.675 3.108
C -2.121 2.171 4.064
C -2.524 0.853 3.946
C -2.095 0.114 2.865
N -1.307 0.593 1.898
C -2.510 -1.346 2.725
O -3.051 -1.890 3.674
O -2.181 -1.848 1.604
H -0.886 3.683 3.158
H -2.450 2.793 4.887
H -3.158 0.356 4.668
C -1.820 -1.171 -5.172
O -2.007 0.013 -4.397
C -1.862 1.209 -4.986
C -1.648 1.391 -6.349
C -1.621 2.672 -6.890
C -1.806 3.777 -6.079
C -1.980 3.597 -4.709
C -1.995 2.332 -4.146
N -2.204 2.195 -2.751
C -1.537 1.274 -1.939
N -0.238 1.151 -2.256
C 0.817 0.437 -1.620
C 0.636 -0.335 -0.481
C 1.798 -0.967 0.005
C 3.043 -0.818 -0.582
C 3.186 -0.032 -1.727
C 2.059 0.581 -2.244
O 2.069 1.376 -3.375
C 3.222 1.320 -4.186
N -2.126 0.641 -0.975
C -3.391 1.152 -0.528
C -3.365 2.341 0.217
C -4.470 2.875 0.851
C -5.682 2.201 0.757
C -5.755 1.059 -0.010
C -4.648 0.540 -0.700
O -4.988 -0.466 -1.525
C -4.023 -1.182 -2.306
H -1.918 -2.004 -4.484
H -0.821 -1.191 -5.613
H -2.575 -1.240 -5.960
H -1.543 0.533 -6.998
H -1.464 2.795 -7.955
H -1.797 4.776 -6.498
H -2.094 4.449 -4.048
H -3.091 2.514 -2.399
H 0.063 1.695 -3.048
H 1.708 -1.635 0.856
H 3.913 -1.316 -0.166
H 4.155 0.082 -2.196
H 2.992 1.878 -5.092
H 3.470 0.288 -4.446
H 4.084 1.779 -3.693
H -2.405 2.839 0.307
H -4.378 3.789 1.426
H -6.566 2.567 1.268
H -6.691 0.528 -0.138
H -4.611 -1.856 -2.925
H -3.340 -1.739 -1.678
H -3.444 -0.511 -2.938
N -1.148 -2.105 -1.032
C -0.778 -2.947 -2.004
C -1.653 -3.972 -2.467
C -1.315 -4.792 -3.532
C -0.092 -4.672 -4.189
C 0.803 -3.703 -3.724
C 0.485 -2.863 -2.672
H -2.603 -4.096 -1.960
H -2.022 -5.552 -3.856
H 0.167 -5.322 -5.017
H 1.776 -3.601 -4.200
H 1.195 -2.119 -2.330
C 1.490 2.706 6.714
C 1.187 1.360 6.868
C 1.293 0.489 5.789
C 1.703 0.953 4.545
C 1.995 2.309 4.394
C 1.898 3.180 5.472
As 1.729 -0.183 2.936
C 3.633 -0.079 2.556
C 4.289 0.923 1.859
C 5.646 0.800 1.592
C 6.334 -0.337 2.004
C 5.672 -1.354 2.677
C 4.314 -1.233 2.954
C 3.471 -2.249 3.631
C 3.900 -3.486 4.096
C 2.994 -4.352 4.695
C 1.654 -3.998 4.818
C 1.214 -2.771 4.338
C 2.125 -1.894 3.764
H 1.410 3.383 7.556
H 0.868 0.984 7.834
H 1.055 -0.559 5.925
H 2.293 2.692 3.424
H 2.134 4.230 5.340
H 3.743 1.791 1.507
H 6.165 1.581 1.049
H 7.390 -0.438 1.785
H 6.216 -2.241 2.981
H 4.935 -3.785 3.985
H 3.330 -5.318 5.049
H 0.951 -4.684 5.272
H 0.162 -2.516 4.396
*
```

---

[2]
The following is a DFT calculation (ωB97M-V with the def2-TZVPD basis set) of C31H39ClI2KN4O5P2 as an isolated structure at a distorted geometry.

Values from the calculation:
energy above the lowest of the compared OMol25 structures with the same formula, charge and spin = 124.0 kJ/mol
LUMO = 1.98 eV
energy = -112601.288 eV
gap between HOMO and LUMO = 6.66 eV
HOMO = -4.7 eV

```
! wB97M-V def2-TZVPD RIJCOSX def2/J DEFGRID3
* xyz -1 1
K -0.087 -0.356 1.683
I 7.818 -0.591 0.757
C 5.752 -0.488 0.594
C 5.169 -0.347 -0.656
C 3.785 -0.273 -0.758
I 2.942 -0.127 -2.660
C 2.919 -0.313 0.370
O 1.643 -0.210 0.310
C 3.573 -0.512 1.633
C 2.728 -0.718 2.875
N 2.047 0.506 3.350
C 1.203 0.237 4.519
C -0.031 1.116 4.630
C -0.610 1.334 5.878
C -1.793 2.038 5.952
C -2.368 2.512 4.782
C -1.722 2.259 3.592
N -0.570 1.582 3.504
C 4.950 -0.582 1.728
H 5.781 -0.302 -1.546
H 3.364 -1.075 3.685
H 1.999 -1.524 2.674
H 1.497 0.887 2.597
H 1.789 0.345 5.435
H 0.834 -0.801 4.518
H -0.134 0.937 6.766
H -2.270 2.207 6.909
H -3.307 3.049 4.787
H -2.150 2.592 2.654
H 5.401 -0.723 2.704
O -3.182 -0.869 4.128
Cl -2.525 -1.332 2.924
O -3.202 -2.498 2.381
O -1.130 -1.688 3.232
O -2.506 -0.258 1.923
C -2.929 1.875 -0.555
P -1.116 1.523 -0.441
C -0.907 0.609 -2.080
N -0.659 1.299 -3.156
C -0.414 0.627 -4.318
C -0.066 1.356 -5.483
C 0.192 0.694 -6.647
C 0.111 -0.724 -6.701
C -0.227 -1.437 -5.589
C -0.494 -0.763 -4.371
N -0.823 -1.486 -3.262
C -0.994 -0.855 -2.134
P -1.350 -1.852 -0.575
C -3.132 -2.192 -0.903
C -0.548 -3.505 -0.878
C -0.649 -4.206 0.489
C -1.200 -4.390 -1.935
C 0.932 -3.281 -1.203
C -0.368 3.208 -0.729
C 1.098 3.016 -1.133
C -1.089 4.119 -1.718
C -0.393 3.877 0.654
H -3.238 2.179 -1.556
H -3.185 2.674 0.146
H -3.488 0.991 -0.244
H -0.002 2.434 -5.408
H 0.467 1.248 -7.536
H 0.326 -1.237 -7.630
H -0.286 -2.519 -5.596
H -3.302 -2.543 -1.922
H -3.709 -1.282 -0.731
H -3.491 -2.931 -0.187
H -1.684 -4.341 0.815
H -0.138 -3.650 1.279
H -0.180 -5.192 0.412
H -2.220 -4.663 -1.653
H -0.623 -5.319 -2.015
H -1.227 -3.911 -2.912
H 1.411 -2.574 -0.521
H 1.074 -2.893 -2.213
H 1.455 -4.241 -1.127
H 1.192 2.689 -2.169
H 1.606 2.272 -0.513
H 1.622 3.974 -1.026
H -1.139 3.690 -2.716
H -0.546 5.071 -1.769
H -2.106 4.346 -1.386
H 0.124 3.282 1.410
H -1.409 4.072 1.008
H 0.114 4.844 0.576
*
```

---

[3]
The following is a DFT calculation (ωB97M-V with the def2-TZVPD basis set) of C16H12BrCaN3O7 as an isolated structure at a distorted geometry.

Values from the calculation:
energy above the lowest of the compared OMol25 structures with the same formula, charge and spin = 0.0 kJ/mol
LUMO = 3.23 eV
energy = -124065.030 eV
gap between HOMO and LUMO = 4.06 eV
HOMO = -0.8 eV

```
! wB97M-V def2-TZVPD RIJCOSX def2/J DEFGRID3
* xyz -2 1
C 0.864 2.090 -1.756
C 1.718 0.939 -1.714
C 0.899 -0.211 -1.849
H 2.810 0.939 -1.650
C -0.462 0.212 -1.996
C -0.461 1.641 -2.054
H -1.318 2.255 -2.333
H 1.194 3.124 -1.649
H 1.263 -1.233 -1.922
H -1.349 -0.411 -2.115
Ca -0.505 1.482 0.638
Br 0.831 3.139 2.292
C -2.970 3.352 1.094
C -3.300 3.580 -0.270
C -2.273 4.393 -0.846
H -4.213 3.258 -0.775
C -1.324 4.676 0.167
C -1.791 4.096 1.383
H -1.393 4.246 2.387
H -3.535 2.766 1.816
H -2.270 4.786 -1.864
H -0.397 5.233 0.053
O 2.508 -6.240 0.825
N 1.324 -5.834 0.798
O 0.344 -6.599 0.719
C 1.122 -4.408 0.837
C 2.267 -3.605 0.941
C 2.127 -2.234 0.939
C 0.835 -1.596 0.874
O 0.761 -0.338 1.073
C -0.304 -2.454 0.589
C -0.156 -3.849 0.672
N -1.620 -1.910 0.332
O -2.589 -2.651 0.529
O -1.786 -0.717 -0.093
N 3.310 -1.349 0.875
O 4.340 -1.708 1.473
O 3.247 -0.279 0.234
H 3.251 -4.055 0.839
H -1.002 -4.523 0.509
*
```

---

[4]
The following is a DFT calculation (ωB97M-V with the def2-TZVPD basis set) of C6H13MgO3 as an isolated structure at a distorted geometry.

Values from the calculation:
energy above the lowest of the compared OMol25 structures with the same formula, charge and spin = 0.0 kJ/mol
LUMO (spin up / spin down) = -9.20 / -10.38 eV
⟨S²⟩ = 0.769
energy = -18001.012 eV
gap between HOMO and LUMO (spin up / spin down) = 7.75 / 6.83 eV
HOMO (spin up / spin down) = -17.0 / -17.2 eV

```
! wB97M-V def2-TZVPD RIJCOSX def2/J DEFGRID3
* xyz 2 2
C 3.998 2.943 -1.033
C 3.168 2.520 -0.045
C 2.046 1.654 -0.303
C 2.226 0.219 0.770
O 1.072 0.041 1.331
Mg -0.735 -0.495 1.137
H 3.888 2.576 -2.055
H 3.352 2.829 0.986
H 4.726 3.736 -0.856
H 2.031 1.177 -1.287
H 1.074 2.022 0.035
H 3.040 0.580 1.419
H 2.511 -0.555 0.044
O -1.430 -1.750 -0.207
C -2.742 -2.315 -0.389
C -3.774 -1.530 0.402
O -4.994 -2.217 0.259
H -0.800 -2.054 -0.887
H -2.694 -3.356 -0.047
H -2.973 -2.308 -1.462
H -3.837 -0.502 0.008
H -3.465 -1.474 1.461
H -5.689 -1.740 0.719
*
```